The following is a quantum chemistry calculation of 7 unconnected molecules or ions with the total composition H12IO6, from the OMol25 dataset.

Results
Max |F| = 0.2 eV/A
Kohn-Sham gap = 8.46 eV
Net charge = -1

Each line ends with the Mulliken charge.
Cartesian coordinates (Å):
I: -0.44808 0.16835 -0.66518  -0.559
O: 1.31168 -2.08131 -3.03111  -0.638
O: 2.24190 1.69460 1.32307  -0.635
O: 1.46518 2.55552 -2.70580  -0.615
O: -1.99033 -3.00545 0.17840  -0.600
O: -1.45843 2.53542 1.98446  -0.639
O: -0.99729 -1.22271 2.74072  -0.641
H: 2.78564 0.94686 1.58761  0.281
H: 1.07449 -1.25049 -2.58643  0.270
H: -2.40340 2.41305 1.85298  0.305
H: -1.06575 1.99705 1.27339  0.259
H: -1.86942 -3.78640 -0.36925  0.265
H: -1.57486 -1.95696 2.50268  0.316
H: 0.83739 2.18587 -2.06282  0.266
H: 1.83701 3.31809 -2.25222  0.290
H: -1.40775 -2.33130 -0.21723  0.186
H: 1.13662 -2.74159 -2.35422  0.313
H: 1.47705 1.27434 0.88736  0.308
H: -0.95164 -0.71294 1.91356  0.268

=====

The following is a quantum chemistry calculation of a single C12H13N2P molecule in a non-equilibrium geometry, from the OMol25 dataset.

Results
Max |F| = 2.9 eV/A
Structure (SMILES) = C=C(C#N)/C(=N\P(C)C)c1ccccc1
Kohn-Sham gap = 8.06 eV
Net charge = 0

Each line ends with the Mulliken charge.
Cartesian coordinates (Å):
P: -2.44601 1.33344 0.15679  0.017
N: 0.10864 -3.07852 1.63460  -0.501
N: -0.82783 0.93315 -0.00798  -0.220
C: -3.03150 -0.27216 -0.50836  -0.955
C: -0.37532 -0.58578 1.92036  0.532
C: -0.05393 -1.95909 1.74608  0.113
C: -1.12513 -0.04050 2.88845  -0.887
C: 1.44785 0.05630 -1.25364  -0.019
C: 3.72907 -0.67562 -1.04465  -0.382
C: 1.28081 -0.11556 0.09288  0.326
C: -2.40080 2.19521 -1.50166  -0.622
C: -0.02337 0.25463 0.70016  0.362
C: 2.33541 -0.60796 0.87959  -0.187
C: 2.71045 -0.15305 -1.82046  -0.727
C: 3.55373 -0.90706 0.33236  -0.667
H: 4.38998 -1.20824 0.96010  0.364
H: -1.47045 1.07685 2.88860  0.285
H: -3.34258 -0.94254 0.28499  0.309
H: -2.37438 3.25844 -1.38231  0.310
H: -3.43170 1.97859 -2.09553  0.271
H: 0.60474 0.44718 -1.90308  0.118
H: -1.57823 -0.67970 3.68662  0.309
H: -3.69910 -0.05509 -1.36437  0.362
H: -2.22816 -0.74982 -1.07305  0.301
H: -1.43868 1.72456 -1.82856  0.050
H: 4.75769 -0.60757 -1.49363  0.281
H: 2.15832 -0.64164 1.95950  0.405
H: 2.77049 0.02155 -2.85378  0.455

=====

The following is a quantum chemistry calculation of 3 unconnected molecules or ions with the total composition C29H56N4O16S in a non-equilibrium geometry, from the OMol25 dataset.

Results
Max |F| = 2.4 eV/A
Structure (SMILES) = CCOCCOCCOC[C@]1(N=C=O)OS(=O)(=O)O[C@@]1(CC(=O)OC(C)=O)N(C)C(C)=O.COCCNCCOC.COCCNCCOC
Kohn-Sham gap = 9.02 eV
Net charge = 0

Each line ends with the Mulliken charge.
Cartesian coordinates (Å):
S: 1.99315 2.03717 3.08979  1.217
O: 0.98528 -5.08739 0.74320  -0.526
O: -1.99022 0.38788 3.78526  -0.516
O: 4.41886 -0.99335 5.87677  -0.531
O: -1.77319 5.78208 -4.04343  -0.455
O: 3.44945 -2.37008 2.75801  -0.455
O: 1.57363 -2.04648 0.78088  0.141
O: 3.95773 -0.43673 3.75290  0.141
O: 0.67245 1.18510 3.30656  -0.446
O: 2.85314 2.02443 4.20987  -0.662
O: -1.89272 -2.60317 -6.33174  -0.336
O: 2.60813 1.11715 1.86460  -0.770
O: 0.96680 -6.93923 3.15349  -0.445
O: 1.64543 3.30315 2.54425  -0.539
O: 1.91306 2.85403 -0.87839  -0.474
O: 0.14952 -0.87648 -2.64931  -0.225
O: -1.43551 5.16899 0.43818  -0.233
N: -0.50127 -0.73893 2.39163  0.795
N: -1.66292 7.47629 -1.42812  -0.309
N: 0.75956 1.34864 0.50962  -0.383
N: -2.08318 -0.12067 -4.70787  -0.245
C: 1.80126 -5.01252 1.90162  0.899
C: -1.53296 4.72609 -3.13348  -0.056
C: 1.93338 -0.75717 0.31967  -1.788
C: -0.62920 -6.11938 4.77151  -0.955
C: -2.69590 6.99804 -0.51729  -0.190
C: 0.13469 -2.08645 -3.39792  -0.661
C: -1.52115 -1.83703 4.41784  -1.230
C: -2.08412 6.39891 0.73015  -0.896
C: -1.31126 -0.33034 1.21838  -1.416
C: -2.14548 7.84623 -2.75417  -0.707
C: -2.72709 6.74248 -3.62877  -0.474
C: 3.05413 -1.37336 3.27304  -0.656
C: 1.38414 2.10773 -0.19973  0.556
C: 0.09288 0.30764 -3.43300  -0.342
C: -0.02286 5.20483 0.54134  0.179
C: -1.36816 -0.61454 3.56161  0.655
C: 2.06884 -6.39214 2.44824  -0.995
C: 0.86073 -2.81061 -0.18622  0.046
C: 1.60944 -1.01822 3.56378  -0.874
C: 0.76984 -0.10561 2.55411  1.001
C: 0.83887 -6.46469 4.48335  -0.172
C: -2.21057 -1.31450 -6.84440  -0.825
C: -1.32354 0.73457 -3.80228  -0.697
C: 1.53070 0.34928 1.32780  1.955
C: 0.16618 -3.96073 0.52276  -1.116
C: 4.79134 -0.94588 4.74170  0.730
C: 6.14888 -1.38676 4.30803  -1.029
C: -1.51994 -0.22983 -6.04809  -0.225
C: -2.98087 -3.27432 -5.72732  -0.712
H: 0.29905 5.59921 1.50779  0.446
H: 0.33642 4.18260 0.45556  -0.744
H: -3.29203 -1.15478 -6.86813  0.415
H: -2.14228 -1.04585 -4.30411  0.093
H: -1.89691 0.80833 -2.87413  0.391
H: 1.32324 -4.41359 2.67940  -0.413
H: 0.74948 0.21915 -4.30498  0.436
H: -3.33545 7.84067 -0.23801  0.413
H: -1.30038 8.27909 -3.29505  0.369
H: -0.64850 -4.31666 -0.11080  0.431
H: -0.28453 -3.60093 1.45292  0.152
H: 6.49371 -0.79132 3.46601  0.331
H: 3.01847 -0.72036 0.18348  0.221
H: 1.09509 -1.96714 3.65859  0.172
H: -0.58843 -2.11153 4.90298  0.236
H: 1.42732 -0.57455 -0.62259  0.307
H: -2.23562 -0.90196 1.23207  0.346
H: 0.68342 -2.83870 -2.83597  0.279
H: 1.55928 -3.24648 -0.90448  0.603
H: 2.75903 -4.57913 1.61952  0.200
H: -2.88393 6.17721 1.44284  0.405
H: 0.42271 5.80192 -0.26287  0.288
H: -3.33206 6.22590 -0.97226  0.167
H: -1.64197 0.72664 -6.56397  0.375
H: -3.59217 6.25216 -3.16648  0.350
H: -0.70636 4.95610 -2.45531  0.140
H: -3.84163 -3.31958 -6.40054  0.347
H: -1.24329 3.85268 -3.71726  -0.046
H: -2.42303 4.47741 -2.54963  0.262
H: 6.83642 -1.27259 5.13804  0.335
H: 6.10800 -2.42627 3.99001  0.225
H: -0.96062 6.75658 -1.53380  0.038
H: -3.09249 7.21041 -4.54671  0.342
H: 2.37846 -7.07837 1.66374  0.373
H: 0.51835 1.09890 -2.80796  0.029
H: -0.88808 -2.45094 -3.52197  0.203
H: -0.75455 -5.11058 5.15811  0.123
H: -1.84531 -1.27693 -7.87431  0.400
H: -1.19114 -6.18207 3.84216  0.324
H: -3.28616 -2.79686 -4.78939  0.295
H: -1.40060 7.10721 1.20668  0.382
H: -2.65695 -4.29042 -5.50884  0.240
H: 2.91326 -6.29426 3.14075  0.425
H: 1.56716 -0.53505 4.53592  0.539
H: 0.09186 -2.23706 -0.70151  0.199
H: 1.44474 -5.57123 4.64109  0.198
H: -1.06388 -6.83714 5.46170  0.327
H: -2.33707 -1.70136 5.11472  0.465
H: -1.59212 0.72002 1.28424  0.498
H: -0.44780 -0.46985 -6.02880  0.178
H: -1.76383 -2.66766 3.74978  0.310
H: -2.89049 8.64093 -2.64529  0.408
H: 0.60548 -1.97611 -4.37611  0.383
H: -1.28467 1.74012 -4.22805  0.208
H: 1.16760 -7.24735 5.16794  0.405
H: -0.78506 -0.46343 0.28351  0.428

=====

The following is a quantum chemistry calculation of 2 unconnected molecules or ions with the total composition C2H5ClO2P in a non-equilibrium geometry, from the OMol25 dataset.

Results
Max |F| = 3.1 eV/A
Kohn-Sham gap = 8.67 eV
Net charge = -1

Each line ends with the Mulliken charge.
Cartesian coordinates (Å):
Cl: 2.09298 0.75599 -0.31767  -0.325
P: 2.69734 -0.84934 -1.45046  0.674
O: 1.50273 -1.27922 -2.22874  -0.642
O: 3.43923 -1.85148 -0.65328  -0.667
C: -2.85236 0.81806 1.01143  -0.406
C: -1.68007 0.34098 1.21160  -0.508
H: -1.29115 0.20300 2.15678  0.214
H: -3.27119 1.28882 1.84716  0.208
H: -0.99684 -0.06143 0.49331  0.255
H: 3.79678 -0.32136 -2.14710  -0.036
H: -3.43746 0.95600 0.07698  0.231

=====

What is the max |F| in the second record? 2.9 eV/A

=====

Which formula does entry 3 have? C29H56N4O16S